# 1
Here is CH3NO3 in the gas phase at a distorted geometry from the Open Molecules 2025 dataset. Energies are from the ωB97M-V functional and the def2-TZVPD basis.

```
8
Properties=species:S:1:pos:R:3:forces:R:3
C -0.18790 -0.19602 0.16116 0.025 0.314 0.478
N -2.58764 0.15316 0.45029 -0.398 -0.354 0.015
O -3.66057 -0.07372 0.08847 2.541 -0.085 -0.271
O 0.24677 1.12802 -0.01270 0.663 -0.448 1.941
O -1.39582 -0.45780 -0.44295 -2.846 0.355 -0.453
H 0.51278 -0.76470 -0.37033 0.949 -1.545 -0.577
H -0.24671 -0.50597 1.18822 0.308 0.295 0.800
H -0.34498 1.39032 -0.66922 -1.242 1.468 -1.934
```
Positions in Å, forces in eV/Å.

Results
Maximum force ... 2.9 eV/Å
LUMO energy ... -0.74 eV
Charge ... 0
Energy relative to the best compared isomer or geometry (same formula, charge and spin) ... 55.4 kcal per mole
HOMO energy ... -10.25 eV
SMILES ... O=NOCO
Gap between HOMO and LUMO ... 9.5098 eV

# 2
Here is 2 unconnected molecules or ions with the total composition CH3NO4 at a distorted geometry from the Open Molecules 2025 dataset. Energies are from the ωB97M-V functional and the def2-TZVPD basis.

```
9
Properties=species:S:1:pos:R:3:forces:R:3
C -1.57593 0.57361 0.23769 0.879 -0.318 2.738
N 1.58035 -0.28250 -0.02462 -0.285 2.141 1.864
O 1.09405 0.84608 -0.01764 0.671 -0.223 -0.657
O 2.43871 -0.64051 0.72728 0.455 -0.649 -0.472
O -1.53804 -0.40109 -0.47220 -0.391 0.260 -0.928
O 1.05814 -1.15578 -0.83653 -2.800 -0.958 -1.932
H -0.62058 0.94123 0.69562 -0.899 0.339 -0.796
H 0.03548 -0.83516 -1.08915 2.664 -0.395 1.242
H -2.47219 0.95412 0.77954 -0.294 -0.196 -1.061
```
Positions in Å, forces in eV/Å.

Results
Maximum force ... 3.5 eV/Å
LUMO energy ... -0.05 eV
Charge ... 0
Energy relative to the best compared isomer or geometry (same formula, charge and spin) ... 70.8 kcal per mole
HOMO energy ... -10.86 eV
SMILES ... O=[N+]([O-])O.C=O
Gap between HOMO and LUMO ... 10.8125 eV

# 3
Here is CH3NO4 in the gas phase at a distorted geometry from the Open Molecules 2025 dataset. Energies are from the ωB97M-V functional and the def2-TZVPD basis.

```
9
Properties=species:S:1:pos:R:3:forces:R:3
C 0.09855 0.11289 0.00478 2.932 -2.545 -2.326
N -0.51855 -1.08133 0.11886 -1.702 0.784 1.008
O 0.03013 0.99469 0.77306 -0.315 2.437 1.105
O -1.80573 -1.02483 0.78603 0.491 2.220 -0.608
O 2.07988 1.07550 -0.77290 -1.243 0.716 1.685
O 1.12340 0.03000 -1.05663 -1.734 0.826 2.291
H -0.57306 -1.62237 -0.70218 -0.254 -0.792 -1.057
H -2.08260 -0.02344 0.78295 0.870 -2.562 -0.018
H 1.64799 1.53891 0.06604 0.956 -1.083 -2.081
```
Positions in Å, forces in eV/Å.

Results
Maximum force ... 4.5 eV/Å
LUMO energy ... 0.43 eV
Charge ... 0
Energy relative to the best compared isomer or geometry (same formula, charge and spin) ... 54.9 kcal per mole
HOMO energy ... -10.42 eV
SMILES ... O=C(NO)OO
Gap between HOMO and LUMO ... 10.8559 eV

# 4
Here is CH3NOP2 in the gas phase at a distorted geometry from the Open Molecules 2025 dataset. Energies are from the ωB97M-V functional and the def2-TZVPD basis.

```
8
Properties=species:S:1:pos:R:3:forces:R:3
C -1.23096 0.49858 -1.00140 -0.179 -0.699 3.439
N 1.02923 -0.48792 0.03768 -4.254 0.171 -0.817
O -1.51667 1.62911 -0.98239 -1.054 3.341 -0.525
P 1.90211 -0.83832 1.24814 -1.141 -0.175 2.954
P -1.10481 -0.46873 0.56375 3.019 0.806 0.477
H -0.93890 -0.01147 -1.81314 1.085 -2.024 -3.667
H 3.03054 -1.11619 0.59727 2.286 -0.208 -1.282
H -1.17054 0.79494 1.35008 0.239 -1.213 -0.580
```
Positions in Å, forces in eV/Å.

Results
Maximum force ... 4.3 eV/Å
LUMO energy ... -0.61 eV
Charge ... 0
Energy relative to the best compared isomer or geometry (same formula, charge and spin) ... 41.0 kcal per mole
HOMO energy ... -9.12 eV
SMILES ... [H]/P=N/PC=O
Gap between HOMO and LUMO ... 8.5111 eV

# 5
Here is CH3NOP2 in the gas phase at a distorted geometry from the Open Molecules 2025 dataset. Energies are from the ωB97M-V functional and the def2-TZVPD basis.

```
8
Properties=species:S:1:pos:R:3:forces:R:3
C 1.92993 0.57019 -0.30529 -1.379 0.999 0.015
N -0.37380 -0.29707 -0.11244 2.563 -1.139 -0.789
O 3.05506 0.73405 0.03497 0.550 -0.204 -0.049
P 0.95953 -0.90688 -0.86175 -3.039 -0.307 1.252
P -1.92763 -0.98348 0.32593 1.384 -1.926 -0.760
H 1.05834 1.27878 -0.22786 0.922 0.713 0.342
H -2.13027 -0.35719 1.53111 0.091 0.748 0.785
H -2.57116 -0.03840 -0.38467 -1.092 1.117 -0.795
```
Positions in Å, forces in eV/Å.

Results
Maximum force ... 3.3 eV/Å
LUMO energy ... -1.51 eV
Charge ... 0
Energy relative to the best compared isomer or geometry (same formula, charge and spin) ... 14.9 kcal per mole
HOMO energy ... -8.87 eV
SMILES ... O=C/P=N/P
Gap between HOMO and LUMO ... 7.3546 eV

# 6
Here is 2 unconnected molecules or ions with the total composition CH3NOS at a distorted geometry from the Open Molecules 2025 dataset. Energies are from the ωB97M-V functional and the def2-TZVPD basis.

```
7
Properties=species:S:1:pos:R:3:forces:R:3
C 1.05307 -0.42090 -0.11348 -4.303 -2.064 3.161
H -2.14584 0.26711 0.98953 0.157 -0.913 -2.175
H 0.07641 1.37454 -0.75446 -0.020 -2.952 4.023
H 0.63482 -1.43647 0.22417 1.730 -0.248 -1.002
N -0.10152 0.31641 0.21769 1.797 6.102 -5.623
O 2.10783 0.04442 -0.25750 2.612 0.442 -1.137
S -1.62476 -0.14510 -0.30595 -1.972 -0.367 2.753
```
Positions in Å, forces in eV/Å.

Results
Maximum force ... 8.5 eV/Å
LUMO energy ... 0.04 eV
Charge ... 0
Energy relative to the best compared isomer or geometry (same formula, charge and spin) ... 85.0 kcal per mole
HOMO energy ... -9.59 eV
Gap between HOMO and LUMO ... 9.6295 eV

# 7
Here is CH3NOS in the gas phase at a distorted geometry from the Open Molecules 2025 dataset. Energies are from the ωB97M-V functional and the def2-TZVPD basis.

```
7
Properties=species:S:1:pos:R:3:forces:R:3
C 1.22109 -0.17587 0.38073 -6.739 6.276 -2.384
N 0.17016 0.93785 -0.01963 6.304 -5.569 2.425
O -1.47178 -1.06452 -0.08552 -0.290 -0.662 0.237
S -1.40157 0.38913 0.03937 0.226 0.403 -1.380
H 2.22310 0.17418 0.41641 0.505 0.220 -0.005
H 0.85161 -1.16453 0.55245 -0.069 -0.392 0.050
H -1.59262 0.90376 -1.28381 0.064 -0.276 1.057
```
Positions in Å, forces in eV/Å.

Results
Maximum force ... 9.5 eV/Å
LUMO energy (alpha / beta) ... -0.83 / -0.84 eV
Charge ... 0
Energy relative to the best compared isomer or geometry (same formula, charge and spin) ... 98.8 kcal per mole
HOMO energy (alpha / beta) ... -9.46 / -9.46 eV
Gap between HOMO and LUMO (alpha / beta) ... 8.6278 / 8.6246 eV

# 8
Here is 2 unconnected molecules or ions with the total composition CH3NOS2 at a distorted geometry from the Open Molecules 2025 dataset. Energies are from the ωB97M-V functional and the def2-TZVPD basis.

```
8
Properties=species:S:1:pos:R:3:forces:R:3
C -1.57469 -0.34263 -0.85873 0.215 1.079 1.154
N -1.13590 0.41683 -0.03579 0.213 -0.393 1.155
O 1.23569 -0.39182 1.10372 -0.060 -0.844 0.892
S -2.21971 -1.15107 -2.00614 -0.313 -0.725 -0.865
S 2.26068 0.62717 0.36171 -0.640 2.558 -0.627
H -0.85190 0.27111 0.96154 -0.368 0.135 -1.556
H 1.23417 1.57885 0.06730 1.538 -0.893 0.062
H 1.05166 -1.00844 0.40638 -0.585 -0.917 -0.216
```
Positions in Å, forces in eV/Å.

Results
Maximum force ... 2.7 eV/Å
LUMO energy ... 0.35 eV
Charge ... 0
Energy relative to the best compared isomer or geometry (same formula, charge and spin) ... 18.2 kcal per mole
HOMO energy ... -9.52 eV
SMILES ... N=C=S.OS
Gap between HOMO and LUMO ... 9.8602 eV

# 9
Here is a molecular structure, CH3NOS2 at a distorted geometry from the Open Molecules 2025 dataset. Energies are from the ωB97M-V functional and the def2-TZVPD basis.

```
8
Properties=species:S:1:pos:R:3:forces:R:3
C 0.22960 -1.00975 -0.55251 1.467 3.014 0.513
N -0.90292 -0.81346 0.09372 0.414 0.703 0.011
O 0.50051 1.56761 1.01277 -0.217 -2.219 0.816
S 0.76435 -1.92776 -1.70016 0.370 -0.803 -0.413
S 1.61881 0.85975 -0.01680 -1.580 -1.899 -0.387
H -1.64302 -1.24837 -0.44695 -0.536 0.307 0.730
H -1.00891 0.07780 0.62985 0.007 -1.015 -0.626
H 0.44159 2.49417 0.98008 0.074 1.912 -0.644
```
Positions in Å, forces in eV/Å.

Results
Maximum force ... 3.4 eV/Å
LUMO energy ... -0.33 eV
Charge ... 0
Energy relative to the best compared isomer or geometry (same formula, charge and spin) ... 34.9 kcal per mole
HOMO energy ... -8.28 eV
Gap between HOMO and LUMO ... 7.9526 eV

# 10
Here is 2 unconnected molecules or ions with the total composition CH3NOSi at a distorted geometry from the Open Molecules 2025 dataset. Energies are from the ωB97M-V functional and the def2-TZVPD basis.

```
7
Properties=species:S:1:pos:R:3:forces:R:3
C 1.60633 0.47095 0.35283 -3.917 -0.843 0.515
N 2.73482 0.41086 0.36593 2.855 0.142 -0.127
O -1.08079 -1.03889 -0.10965 0.105 -0.980 0.386
Si -0.27875 0.22218 0.47443 0.170 0.923 -3.358
H -1.34141 -1.52105 -0.88908 0.415 0.362 -0.364
H -0.77100 1.31866 -1.94186 0.257 -0.271 1.413
H -0.86920 0.13730 1.74739 0.115 0.667 1.534
```
Positions in Å, forces in eV/Å.

Results
Maximum force ... 4.0 eV/Å
LUMO energy (alpha / beta) ... -1.10 / -1.18 eV
Charge ... 0
Energy relative to the best compared isomer or geometry (same formula, charge and spin) ... 91.7 kcal per mole
HOMO energy (alpha / beta) ... -10.21 / -8.45 eV
Gap between HOMO and LUMO (alpha / beta) ... 9.1124 / 7.2698 eV

# 11
Here is CH3NS in the gas phase at a distorted geometry from the Open Molecules 2025 dataset. Energies are from the ωB97M-V functional and the def2-TZVPD basis.

```
6
Properties=species:S:1:pos:R:3:forces:R:3
C -0.96755 0.26350 -0.06107 -2.929 1.033 1.255
H 2.25146 -1.03191 0.01600 -0.172 0.348 -0.020
H -2.01314 -0.20811 0.07567 1.414 1.087 -0.574
H -0.85232 1.38003 0.03801 -0.163 -1.033 -0.406
N -0.06520 -0.57955 -0.03703 3.601 -0.220 -0.221
S 1.64675 0.17604 -0.03157 -1.752 -1.214 -0.035
```
Positions in Å, forces in eV/Å.

Results
Maximum force ... 3.6 eV/Å
LUMO energy ... 0.75 eV
Charge ... 0
Energy relative to the best compared isomer or geometry (same formula, charge and spin) ... 34.3 kcal per mole
HOMO energy ... -9.40 eV
SMILES ... C=NS
Gap between HOMO and LUMO ... 10.1521 eV

# 12
Here is CH3NS3 in the gas phase at a distorted geometry from the Open Molecules 2025 dataset. Energies are from the ωB97M-V functional and the def2-TZVPD basis.

```
8
Properties=species:S:1:pos:R:3:forces:R:3
C -0.91006 -0.02573 -0.10400 -0.486 0.051 0.470
N 1.72598 -1.26454 -0.05624 -1.411 0.434 -0.582
S -0.17149 1.42367 0.12447 -0.487 -1.246 -0.405
S -2.53781 -0.41281 -0.03798 -0.115 2.780 -0.544
S 1.89734 0.28048 -0.14187 0.776 0.518 1.184
H 1.14368 -1.46540 -0.89183 0.624 -0.565 0.119
H -3.14557 0.94883 -0.10418 0.518 -2.135 0.361
H 1.99792 0.51549 1.21162 0.581 0.164 -0.604
```
Positions in Å, forces in eV/Å.

Results
Maximum force ... 2.8 eV/Å
LUMO energy ... -0.59 eV
Charge ... 0
Energy relative to the best compared isomer or geometry (same formula, charge and spin) ... 83.7 kcal per mole
HOMO energy ... -8.29 eV
Gap between HOMO and LUMO ... 7.7076 eV

What did the third record say?
Here is CH3NO4 in the gas phase at a distorted geometry from the Open Molecules 2025 dataset. Energies are from the ωB97M-V functional and the def2-TZVPD basis.

```
9
Properties=species:S:1:pos:R:3:forces:R:3
C 0.09855 0.11289 0.00478 2.932 -2.545 -2.326
N -0.51855 -1.08133 0.11886 -1.702 0.784 1.008
O 0.03013 0.99469 0.77306 -0.315 2.437 1.105
O -1.80573 -1.02483 0.78603 0.491 2.220 -0.608
O 2.07988 1.07550 -0.77290 -1.243 0.716 1.685
O 1.12340 0.03000 -1.05663 -1.734 0.826 2.291
H -0.57306 -1.62237 -0.70218 -0.254 -0.792 -1.057
H -2.08260 -0.02344 0.78295 0.870 -2.562 -0.018
H 1.64799 1.53891 0.06604 0.956 -1.083 -2.081
```
Positions in Å, forces in eV/Å.

Results
Maximum force ... 4.5 eV/Å
LUMO energy ... 0.43 eV
Charge ... 0
Energy relative to the best compared isomer or geometry (same formula, charge and spin) ... 54.9 kcal per mole
HOMO energy ... -10.42 eV
SMILES ... O=C(NO)OO
Gap between HOMO and LUMO ... 10.8559 eV

- What is the formula in the fourth record?
  CH3NOP2

- The lowest energy relative to the best compared isomer or geometry (same formula, charge and spin) belongs to which entry?
  number 5